# 1
{"formula": "C11H18", "method": "the ωB97M-V functional and the def2-TZVPD basis", "energy_ha": -429.905024, "e_above_lowest_kj_mol": 93.4, "smiles": "Cc1ccccc1.CC(C)C", "homo_lumo_gap_ev": 9.893, "symbols": ["C", "C", "C", "C", "C", "C", "C", "H", "H", "H", "H", "H", "H", "H", "H", "C", "C", "C", "C", "H", "H", "H", "H", "H", "H", "H", "H", "H", "H"], "positions_angstrom": [[0.2165, -0.5622, -2.5700], [-0.5477, -1.3484, -1.5317], [0.0983, -2.1662, -0.6295], [-0.6526, -2.7793, 0.3845], [-2.0468, -2.7547, 0.3463], [-2.6721, -2.1139, -0.7170], [-1.9498, -1.3480, -1.6144], [1.1246, -0.0519, -2.2472], [-0.4257, 0.2311, -2.9539], [0.4876, -1.2003, -3.4130], [1.1665, -2.3153, -0.5253], [-0.2748, -2.9743, 1.3839], [-2.6269, -3.3806, 1.0087], [-3.7437, -2.0590, -0.8258], [-2.3374, -0.9813, -2.5577], [2.0246, 2.4735, 0.3942], [0.8745, 1.5842, 0.8900], [1.3500, 0.7216, 2.0294], [-0.3378, 2.4784, 1.2525], [2.5510, 2.8450, 1.2564], [1.6949, 3.2375, -0.2947], [2.7644, 1.9044, -0.1808], [0.4848, 1.0278, 0.0307], [2.0640, 1.2609, 2.6664], [0.6011, 0.4060, 2.7560], [1.9019, -0.1813, 1.7563], [-1.0982, 1.8214, 1.6651], [0.0224, 3.2787, 1.8982], [-0.7132, 2.9464, 0.3426]], "forces_ev_per_angstrom": [[-0.1735, 0.2061, -0.3624], [0.4797, -0.1047, -1.0803], [-0.2823, -0.1390, 1.8423], [-1.0809, 0.9587, 0.5304], [0.1814, -0.3257, -1.0014], [-0.4592, 0.7291, -0.1668], [1.2939, -0.9727, -0.0590], [0.0187, -0.3015, 0.3973], [-0.0453, -0.0358, -0.1276], [0.0343, -0.0158, -0.0382], [0.1338, 0.5973, -0.4385], [0.7706, -0.9489, -0.4903], [-0.0341, 0.3641, 0.4339], [-0.2602, -0.4835, 0.1481], [-0.5500, 0.5232, 0.4410], [0.1294, -1.1520, -0.4894], [-0.5929, 0.9522, -0.9186], [0.6011, -0.4480, 1.0755], [1.0768, -0.4359, -0.2666], [0.1563, 0.7058, 0.2204], [-0.2018, 0.5022, 0.1203], [-0.0375, -0.1869, 0.1588], [0.3728, -0.5625, 0.2069], [-0.0568, 0.2372, -0.2026], [-0.4783, -0.0561, -0.3525], [-0.1470, 0.0354, -0.4106], [-0.2651, 0.4104, 0.3691], [-0.4799, -0.0457, 0.4572], [-0.1039, -0.0069, 0.0033]], "nbo_charge": [-0.639, 0.002, -0.227, -0.198, -0.230, -0.200, -0.228, 0.220, 0.213, 0.221, 0.214, 0.215, 0.214, 0.210, 0.212, -0.603, -0.224, -0.616, -0.596, 0.200, 0.206, 0.203, 0.197, 0.200, 0.211, 0.212, 0.209, 0.198, 0.203]}

***

# 2
{"formula": "C40H102N6O14", "method": "the ωB97M-V functional and the def2-TZVPD basis", "energy_ha": -2966.566526, "e_above_lowest_kj_mol": 632.6, "smiles": "COCCNCCOC.COCCNCCOC.COCCNCCOC.COCCNCCOC.COCCNCCOC.COCCNCCOC.CCO.CCO", "homo_lumo_gap_ev": 9.046, "symbols": ["C", "O", "C", "C", "N", "C", "C", "O", "C", "H", "H", "H", "H", "H", "H", "H", "H", "H", "H", "H", "H", "H", "H", "H", "C", "O", "C", "C", "N", "C", "C", "O", "C", "H", "H", "H", "H", "H", "H", "H", "H", "H", "H", "H", "H", "H", "H", "H", "C", "O", "C", "C", "N", "C", "C", "O", "C", "H", "H", "H", "H", "H", "H", "H", "H", "H", "H", "H", "H", "H", "H", "H", "C", "O", "C", "C", "N", "C", "C", "O", "C", "H", "H", "H", "H", "H", "H", "H", "H", "H", "H", "H", "H", "H", "H", "H", "C", "O", "C", "C", "N", "C", "C", "O", "C", "H", "H", "H", "H", "H", "H", "H", "H", "H", "H", "H", "H", "H", "H", "H", "C", "O", "C", "C", "N", "C", "C", "O", "C", "H", "H", "H", "H", "H", "H", "H", "H", "H", "H", "H", "H", "H", "H", "H", "C", "C", "O", "H", "H", "H", "H", "H", "H", "C", "C", "O", "H", "H", "H", "H", "H", "H"], "positions_angstrom": [[-1.7075, -4.5151, 1.9272], [-1.8467, -3.9509, 0.5460], [-2.4093, -4.7622, -0.4800], [-2.5545, -3.7709, -1.6804], [-3.6466, -2.9167, -1.3653], [-3.6422, -1.7661, -2.3083], [-4.9407, -0.9685, -2.0584], [-4.7356, -0.1251, -0.8964], [-5.7533, 0.6387, -0.3591], [-1.1151, -5.4299, 1.9447], [-2.7339, -4.7446, 2.2138], [-1.3680, -3.9979, 2.8246], [-3.3475, -5.0772, -0.0233], [-1.8017, -5.6561, -0.6205], [-2.7330, -4.4468, -2.5167], [-1.5807, -3.3286, -1.8906], [-3.5290, -2.4894, -0.4577], [-3.4948, -2.1351, -3.3233], [-2.7353, -1.1759, -2.1767], [-5.8126, -1.6213, -2.0997], [-5.1061, -0.2537, -2.8645], [-5.9620, 1.4491, -1.0576], [-5.5017, 0.9945, 0.6400], [-6.6953, 0.0915, -0.3953], [-4.8803, -1.8473, 2.6850], [-3.8595, -1.6231, 3.6765], [-2.9121, -0.6525, 3.3835], [-1.6419, -0.5183, 4.1683], [-1.8648, 0.2617, 5.4013], [-2.7474, -0.3001, 6.3522], [-2.0672, -1.4851, 7.1881], [-2.3494, -1.6712, 8.5989], [-3.3369, -0.9740, 9.2215], [-4.3436, -2.1437, 1.7838], [-5.4702, -0.9410, 2.5479], [-5.5993, -2.5598, 3.0892], [-3.3210, 0.3033, 3.0558], [-2.5674, -0.8076, 2.3611], [-0.9297, -0.0376, 3.4976], [-1.4205, -1.4764, 4.6386], [-2.1803, 1.2096, 5.2528], [-3.7014, -0.5966, 5.9162], [-2.8709, 0.4606, 7.1230], [-0.9821, -1.4034, 7.1241], [-2.1740, -2.5124, 6.8396], [-3.6120, -1.3218, 10.2173], [-4.3264, -0.9405, 8.7655], [-3.0022, 0.0491, 9.3925], [-4.9974, -1.0370, -11.5099], [-3.6205, -1.1205, -10.9672], [-3.3773, -2.2511, -10.0959], [-1.9125, -2.0674, -9.7061], [-1.8587, -1.3841, -8.3975], [-0.5983, -1.4335, -7.7669], [-0.5077, -0.6688, -6.3898], [-0.9360, 0.6382, -6.6472], [-1.2956, 1.2684, -5.3722], [-5.8986, -0.9297, -10.9062], [-5.2523, -1.9105, -12.1100], [-5.0129, -0.2544, -12.2685], [-3.5341, -3.2069, -10.5958], [-4.1189, -2.1944, -9.2991], [-1.5572, -1.2687, -10.3573], [-1.3809, -2.9988, -9.9012], [-2.0182, -0.3991, -8.5533], [0.2491, -1.0751, -8.3513], [-0.5152, -2.4891, -7.5085], [0.4847, -0.8523, -5.9780], [-1.2491, -1.1849, -5.7797], [-0.4993, 1.3808, -4.6365], [-2.1637, 0.7446, -4.9720], [-1.6073, 2.2701, -5.6681], [2.3196, 4.1153, -1.5250], [1.2822, 4.0439, -0.5361], [1.6597, 3.2681, 0.6147], [0.6078, 3.2273, 1.7144], [-0.4518, 2.2066, 1.5998], [-1.3751, 2.5596, 0.4928], [-2.0798, 3.8469, 0.6304], [-2.6991, 4.0457, 1.9274], [-3.2739, 5.3355, 2.1147], [2.4143, 3.2180, -2.1365], [3.3194, 4.4015, -1.1985], [1.8548, 4.8227, -2.2117], [2.6826, 3.4471, 0.9460], [1.7875, 2.2323, 0.3003], [0.3067, 4.2472, 1.9539], [1.1253, 2.9396, 2.6295], [-1.0188, 2.4677, 2.3938], [-2.1262, 1.7706, 0.4557], [-0.8510, 2.6178, -0.4612], [-2.9108, 3.9516, -0.0671], [-1.3433, 4.6489, 0.5818], [-3.5763, 5.4950, 3.1497], [-4.1858, 5.4405, 1.5271], [-2.5520, 6.0571, 1.7324], [3.0916, 5.0572, 4.7783], [4.1633, 5.0091, 3.8389], [5.4262, 5.0123, 4.4274], [6.4851, 4.9897, 3.3264], [6.0077, 5.9384, 2.3757], [6.5815, 5.7451, 1.0244], [6.3216, 4.3711, 0.3127], [7.1357, 3.3347, 0.7989], [6.7896, 2.1565, 0.0632], [3.0517, 4.0297, 5.1398], [2.1511, 5.2060, 4.2479], [3.1087, 5.8127, 5.5638], [5.5319, 4.1854, 5.1296], [5.5683, 5.8027, 5.1644], [6.4254, 3.9545, 2.9905], [7.5291, 5.1978, 3.5607], [5.0493, 5.6229, 2.3306], [7.6629, 5.8807, 1.0378], [6.3466, 6.5424, 0.3193], [6.5046, 4.5993, -0.7373], [5.2503, 4.1788, 0.2535], [5.7397, 1.9384, 0.2590], [7.4259, 1.3261, 0.3693], [6.9511, 2.2878, -1.0067], [3.1254, -7.7285, -0.2134], [2.1409, -6.7286, -0.5707], [2.4448, -5.3699, -0.2450], [1.4475, -4.5852, -1.1722], [1.8185, -4.7595, -2.6006], [2.9273, -3.9462, -2.9937], [2.4537, -2.5456, -3.4771], [3.4824, -1.5722, -3.6713], [3.1495, -0.2388, -3.8940], [3.7410, -7.6643, 0.6838], [3.9057, -7.5120, -0.9431], [2.6500, -8.7073, -0.2764], [3.4884, -5.2257, -0.5245], [2.3918, -5.0213, 0.7864], [1.5231, -3.5438, -0.8593], [0.3950, -4.8564, -1.0895], [2.1503, -5.7130, -2.5727], [3.5273, -4.4682, -3.7391], [3.4825, -3.7504, -2.0763], [1.7726, -2.0377, -2.7944], [1.9527, -2.6407, -4.4405], [2.2240, -0.0553, -3.3481], [2.9980, -0.0700, -4.9601], [3.9626, 0.3777, -3.5108], [2.2150, 1.2674, 6.0659], [1.2460, 0.5949, 7.0924], [0.0829, 1.2981, 7.0689], [1.7209, 1.2597, 5.0943], [3.1449, 0.7138, 5.9364], [2.2634, 2.2995, 6.4129], [1.7398, 0.5216, 8.0613], [0.9804, -0.3891, 6.7060], [-0.4594, 0.8071, 6.4473], [0.0787, -0.7812, 0.1003], [1.4830, -0.5345, 0.7334], [1.1928, -0.0253, 1.9743], [0.2035, -0.7891, -0.9825], [-0.7774, -0.1943, 0.4333], [-0.1834, -1.8274, 0.2581], [2.0936, 0.1797, 0.1809], [1.9550, -1.4922, 0.9530], [0.7422, 0.7786, 1.7052]], "forces_ev_per_angstrom": [[-1.7052, -1.2124, -1.5775], [2.0252, 1.0868, 2.6555], [0.3309, 0.8591, 1.3041], [0.3565, -3.1008, 1.5350], [-0.1943, 1.4941, -1.4869], [-0.8055, -0.4167, 0.9781], [0.9787, 1.6961, -0.7871], [1.5571, -2.0490, 0.2545], [-1.2428, -0.0614, -1.4255], [-0.0354, -0.2067, -0.4896], [-0.1717, -0.5284, 0.0688], [0.5098, 1.5660, -1.0681], [-0.6404, -0.2661, -0.8638], [0.2214, 0.0059, -0.5179], [-0.5599, 0.3516, -0.4693], [0.2015, 0.4595, 0.2628], [0.2535, -0.2842, 0.3537], [-0.8238, -0.1343, -0.1761], [-0.0428, 0.5982, 0.3684], [-0.0572, -0.1567, 0.9048], [0.0552, 0.0330, -0.5115], [0.0894, 0.7714, 0.2122], [0.0531, -0.1086, -0.1708], [-0.2296, -0.2947, 0.6870], [0.9816, 0.7923, 0.9079], [-0.7511, -0.6116, 1.3227], [0.1469, 0.2479, -3.6108], [-2.1114, 0.2990, 2.0641], [1.5221, 0.9790, -0.5821], [0.0627, -1.7071, 2.4134], [0.1346, -0.5388, -0.0807], [0.6482, -0.8517, -0.7432], [-1.1528, 1.8282, 0.8522], [-0.5537, -0.2088, -0.3451], [0.1654, 0.3161, -0.3771], [0.4991, -0.3911, -0.1554], [-0.7820, 0.9045, 1.3176], [0.5413, -1.1373, -0.6686], [0.4623, -0.4250, 0.4381], [0.8526, -0.4029, -1.0162], [0.1158, 0.1225, -0.5837], [-0.1872, -0.1185, 0.2382], [-0.4678, 0.1278, -0.1039], [0.1268, 0.7691, 0.1132], [-0.7921, 0.1377, -0.8465], [0.7737, -0.7290, 0.1043], [-0.0093, -0.0585, -0.8405], [-0.2310, 0.4699, -0.0193], [1.1634, -0.5475, -1.0602], [-2.6556, -0.1560, -0.4608], [-0.2390, 0.8762, -0.8684], [-1.1802, 1.4928, 0.2197], [-0.5707, 0.0601, 0.3229], [1.2722, -0.5941, 2.0882], [-1.5362, -1.8711, -2.3943], [0.6545, 0.7698, 2.2601], [-0.4875, 0.4595, -1.8635], [0.6381, 0.3396, 1.1401], [0.4554, -0.5786, 0.0369], [0.3216, 0.3506, 0.3971], [-0.0602, -0.0314, -0.4654], [0.4304, -0.0835, 0.5173], [0.3337, -0.6919, -0.9348], [0.4047, 0.1791, 0.9340], [-0.6179, 0.0944, -0.2962], [0.2406, -0.1445, -0.5021], [0.9749, -0.1573, 0.0026], [0.2256, 0.6636, 0.1411], [-0.0717, 0.0703, 0.5491], [0.2765, -0.4595, -0.1669], [0.1010, -0.0964, 0.2734], [-0.0631, 0.0384, 0.1890], [-1.6078, 0.2292, -0.6421], [1.1181, -0.3347, 0.9786], [-0.3390, -1.3703, -0.9034], [1.4954, 0.3605, 0.7504], [-0.3274, 2.1313, -1.1029], [-0.2730, -1.4430, 0.1010], [-0.9324, 2.1538, 1.5262], [0.1073, -0.9566, 0.6020], [0.2306, -0.5899, -0.9421], [-0.0176, -0.5989, 0.3693], [-0.1985, 0.2774, 0.4373], [0.7241, 0.4037, -0.1263], [-0.0875, 1.0370, 0.4167], [-0.2330, -0.4541, -0.3908], [-0.6241, 0.1584, -0.2989], [0.3969, -0.0754, 0.0332], [-0.2757, -0.6247, 0.6899], [0.0528, -0.2665, -0.2297], [0.1148, -0.3056, 0.0106], [0.4169, 0.0528, -0.6807], [-0.0807, 0.3366, -0.7444], [0.5335, -0.1714, 0.0306], [-0.1571, -0.0254, -0.2762], [-0.0482, 0.4972, 0.3935], [-0.2511, -1.3034, -0.7503], [-0.7690, 0.8818, 0.1172], [1.2822, -0.0040, 1.9662], [-0.4281, -0.8557, 0.6391], [0.1389, 0.1276, -2.2604], [0.4954, -0.9208, 0.1222], [0.2888, 2.3718, 0.0312], [-0.6240, -0.4367, -0.7816], [0.3794, 0.0998, 0.4696], [-0.2855, 0.1613, 0.8814], [0.1716, 0.1259, -0.3544], [0.7068, 0.0127, 0.0079], [0.0412, -0.9069, -0.3352], [-0.2448, 1.0542, -0.4562], [0.3432, -0.1886, -0.5194], [-0.1566, 0.0019, 0.7217], [-0.5299, 0.8773, -0.6140], [0.2949, -0.3023, 0.5257], [-0.9055, 0.0711, 0.2016], [0.6554, -0.2888, -0.4698], [-0.3661, -0.6254, 0.8339], [-0.0998, -0.3126, -0.1212], [-0.0930, 0.1338, 0.2761], [-0.0890, 0.2133, -0.1764], [0.4128, 1.1613, -1.2424], [-0.1119, -0.5687, 2.1088], [-0.9804, -0.2884, -1.6077], [1.2193, 0.4770, 0.0751], [-0.9245, -0.5844, 0.7491], [0.3388, 1.9074, 0.5895], [-0.0951, 0.9338, -0.9753], [1.8564, -1.7501, 0.4943], [-0.6416, -0.7203, 0.1479], [-0.9671, 0.5186, 0.8935], [0.2512, -1.0219, -0.5863], [0.2170, 0.1916, -0.2411], [0.1905, 0.5127, -0.3401], [-0.5088, -0.6663, 0.3979], [-0.1200, 0.2932, -0.3143], [0.2421, -0.3810, 0.5818], [-0.1970, -0.3765, -0.6418], [0.0742, 0.2945, 0.0020], [1.0151, 0.1089, -0.1983], [-0.5261, -0.6436, 0.4337], [-0.4289, -0.3215, -0.0934], [-0.2284, 0.6415, 0.0391], [-0.0954, 0.3125, -0.1377], [-0.0911, 0.0547, -0.0759], [-0.9454, -0.6880, 0.5773], [2.0257, -0.6184, -1.8399], [-1.1765, 1.4475, 1.2825], [-0.0805, 0.0638, -0.0820], [0.2859, 0.4210, 0.2987], [0.6970, 0.0043, -0.1983], [-0.3310, 0.0582, 0.2243], [0.6559, -0.6533, 0.3340], [-1.0414, 0.0997, -0.5481], [1.1749, -1.6354, -1.4146], [-1.8734, -0.9330, -0.1679], [0.7645, 0.8581, 1.8416], [-0.4107, 0.5187, -0.3814], [0.5442, 0.3943, -0.0169], [-0.2143, -0.0898, 0.4523], [0.3166, -0.3755, -0.4382], [0.4737, 0.0362, -0.7653], [-0.8388, 0.6999, 0.9294]], "mulliken_charge": [-1.065, 0.254, -1.046, -0.449, -0.362, -0.376, -1.002, -0.007, -0.904, 0.356, 0.379, 0.262, 0.554, 0.422, 0.431, 0.228, 0.045, 0.543, 0.135, 0.425, 0.443, 0.336, 0.170, 0.359, -0.258, -0.369, -0.213, -0.089, -0.200, -0.888, -0.363, -0.428, -0.791, -0.108, 0.289, 0.270, 0.275, 0.254, -0.485, 0.405, 0.233, 0.530, 0.533, 0.127, 0.341, 0.291, 0.302, 0.310, -0.848, -0.309, -0.560, -0.684, -0.306, -0.928, 0.025, -0.383, -0.685, 0.321, 0.320, 0.286, 0.355, 0.363, 0.394, 0.462, 0.243, 0.346, 0.439, 0.191, 0.109, 0.258, 0.295, 0.301, -0.664, -0.383, 0.337, -0.859, 0.388, -0.837, -0.950, -0.253, -0.827, 0.244, 0.203, 0.310, 0.234, -0.280, 0.641, 0.332, 0.097, 0.391, 0.327, 0.510, 0.452, 0.234, 0.307, 0.328, -0.498, -0.313, -0.806, -0.337, -0.361, -1.118, 0.026, -0.365, -0.624, 0.109, 0.206, 0.311, 0.439, 0.453, 0.170, 0.387, 0.351, 0.397, 0.454, 0.603, -0.155, 0.187, 0.274, 0.309, -0.875, -0.338, -0.720, 0.218, -0.308, -0.556, 0.761, -0.453, -0.372, 0.335, 0.351, 0.238, 0.415, 0.491, -0.156, -0.169, 0.322, 0.414, 0.236, -0.604, 0.158, 0.050, 0.283, 0.238, -0.444, -0.304, -0.600, -0.107, 0.381, 0.088, 0.379, 0.160, 0.530, 0.329, -0.259, -0.556, 0.068, -0.300, -0.096, -0.078, 0.338, 0.035]}